Entry i
{"formula": "C2F4", "method": "the ωB97M-V functional and the def2-TZVPD basis", "gap_ev": 10.47, "lumo_energy_ev": 0.79, "spin_multiplicity": 1, "smiles": "FC(F)=C(F)F", "symbols": ["F", "C", "F", "C", "F", "F"], "coordinates": [[1.270, 1.212, -0.289], [0.326, 0.353, -0.480], [0.104, 0.200, -1.790], [-0.280, -0.406, 0.508], [-1.315, -1.170, 0.261], [-0.104, -0.189, 1.790]], "nbo_charge": [-0.278, 0.582, -0.297, 0.567, -0.287, -0.287]}

Entry ii
{"formula": "C2F4", "method": "the ωB97M-V functional and the def2-TZVPD basis", "gap_ev": 11.07, "lumo_energy_ev": 0.77, "spin_multiplicity": 1, "smiles": "FC(F)=C(F)F", "symbols": ["F", "C", "F", "C", "F", "F"], "coordinates": [[-1.025, 0.162, -1.375], [-0.577, 0.194, -0.147], [-1.584, 0.519, 0.727], [0.624, -0.163, 0.175], [1.036, -0.323, 1.416], [1.541, -0.379, -0.786]], "nbo_charge": [-0.279, 0.575, -0.302, 0.573, -0.277, -0.291]}

Relative to the most stable one, in eV, the structures come out at entry i 0.062; entry ii 0.000.

Entry i
{"formula": "C3H8FN", "method": "the ωB97M-V functional and the def2-TZVPD basis", "gap_ev": [9.36, 7.02], "lumo_energy_ev": [0.90, 0.51], "spin_multiplicity": 1, "symbols": ["C", "C", "C", "N", "F", "H", "H", "H", "H", "H", "H", "H", "H"], "coordinates": [[0.478, 0.829, 1.007], [-1.953, -0.678, -0.212], [0.950, -0.113, 0.010], [1.100, 0.149, -1.299], [1.573, -1.307, 0.459], [-0.369, 1.400, 0.593], [0.180, 0.079, 1.919], [1.255, 1.385, 1.430], [-1.739, -1.636, -0.663], [-2.521, 0.108, -0.610], [-2.026, -0.490, 0.846], [1.356, -0.678, -1.870], [1.715, 0.951, -1.610]], "nbo_charge": [-0.703, -0.542, 0.540, -0.849, -0.384, 0.245, 0.233, 0.205, 0.183, 0.160, 0.159, 0.392, 0.361]}

Entry ii
{"formula": "C3H8FN", "method": "the ωB97M-V functional and the def2-TZVPD basis", "gap_ev": 10.75, "lumo_energy_ev": 1.14, "spin_multiplicity": 1, "smiles": "C[C@H](N)CF", "symbols": ["C", "C", "N", "C", "F", "H", "H", "H", "H", "H", "H", "H", "H"], "coordinates": [[0.400, -0.885, -0.954], [0.410, 0.156, 0.125], [0.347, -0.493, 1.369], [-0.920, 0.958, -0.033], [-1.010, 1.477, -1.314], [0.274, -0.455, -1.912], [-0.386, -1.614, -0.766], [1.312, -1.463, -1.053], [1.202, 0.883, 0.051], [1.183, -0.825, 1.742], [-0.053, 0.147, 1.976], [-1.799, 0.293, 0.135], [-0.959, 1.820, 0.634]], "nbo_charge": [-0.617, -0.087, -0.827, 0.058, -0.370, 0.218, 0.214, 0.207, 0.168, 0.365, 0.347, 0.167, 0.157]}

Entry iii
{"formula": "C3H8FN", "method": "the ωB97M-V functional and the def2-TZVPD basis", "gap_ev": 10.19, "lumo_energy_ev": 1.18, "spin_multiplicity": 1, "smiles": "NCCCF", "symbols": ["N", "C", "C", "C", "F", "H", "H", "H", "H", "H", "H", "H", "H"], "coordinates": [[-2.015, -0.502, -0.072], [-0.804, 0.429, -0.061], [0.456, -0.359, 0.370], [1.833, 0.345, -0.015], [2.808, -0.568, -0.123], [-2.283, -0.874, -0.906], [-2.764, -0.470, 0.494], [-0.502, 0.746, -1.045], [-1.151, 1.284, 0.579], [0.347, -1.246, -0.384], [0.470, -0.724, 1.346], [1.941, 1.110, 0.780], [1.665, 0.828, -0.963]], "nbo_charge": [-0.871, -0.216, -0.427, 0.059, -0.345, 0.355, 0.364, 0.184, 0.193, 0.202, 0.204, 0.152, 0.145]}

Relative to the most stable one, in eV, the structures come out at entry i 3.936; entry ii 0.000; entry iii 0.877.

Entry i
{"formula": "C12H24ClMgO10", "method": "the ωB97M-V functional and the def2-TZVPD basis", "total_charge": 1, "gap_ev": 4.41, "lumo_energy_ev": -7.80, "spin_multiplicity": 1, "symbols": ["Mg", "Cl", "C", "O", "C", "O", "O", "C", "H", "H", "H", "H", "H", "H", "C", "O", "C", "O", "O", "C", "H", "H", "H", "H", "H", "H", "C", "O", "C", "O", "O", "C", "H", "H", "H", "H", "H", "H", "C", "C", "O", "C", "H", "H", "H", "H", "H", "H"], "coordinates": [[-0.271, -0.100, 0.267], [-2.423, 0.429, 3.062], [-1.381, 4.390, -4.339], [-0.929, 5.170, -3.230], [-0.752, 4.710, -1.966], [-0.902, 3.552, -1.470], [-0.614, 5.730, -1.162], [-0.966, 5.652, 0.219], [-2.471, 4.395, -4.324], [-0.964, 3.405, -4.548], [-1.032, 5.012, -5.163], [-0.272, 4.929, 0.647], [-1.985, 5.295, 0.371], [-0.782, 6.657, 0.601], [4.595, 0.590, 4.775], [4.812, 1.841, 4.108], [4.075, 2.244, 3.055], [3.190, 1.581, 2.460], [4.173, 3.576, 2.816], [5.194, 4.396, 3.384], [5.459, -0.066, 4.664], [3.686, 0.026, 4.565], [4.544, 0.900, 5.819], [4.934, 4.580, 4.426], [5.461, 5.288, 2.818], [6.119, 3.824, 3.309], [-1.883, -5.813, 1.407], [-0.600, -6.184, 0.951], [0.435, -5.350, 0.827], [0.416, -4.125, 0.972], [1.626, -6.027, 0.554], [2.908, -5.409, 0.772], [-1.859, -5.134, 2.259], [-2.557, -6.612, 1.715], [-2.297, -5.257, 0.566], [3.272, -5.549, 1.790], [2.704, -4.346, 0.644], [3.607, -5.662, -0.025], [-5.558, -2.144, -2.926], [-4.136, -2.072, -3.329], [-3.310, -1.774, -2.502], [-3.929, -2.488, -4.792], [-5.599, -1.995, -1.847], [-5.994, -3.107, -3.190], [-6.096, -1.336, -3.421], [-2.929, -2.242, -5.149], [-4.587, -1.854, -5.386], [-4.132, -3.527, -5.053]], "nbo_charge": [1.503, -0.505, -0.257, -0.488, 1.010, -0.729, -0.491, -0.247, 0.197, 0.195, 0.209, 0.190, 0.199, 0.213, -0.258, -0.515, 1.008, -0.681, -0.503, -0.259, 0.198, 0.207, 0.203, 0.197, 0.212, 0.190, -0.254, -0.487, 1.018, -0.703, -0.516, -0.253, 0.196, 0.220, 0.187, 0.198, 0.188, 0.208, -0.725, 0.622, -0.589, -0.733, 0.234, 0.238, 0.240, 0.228, 0.235, 0.251]}

Entry ii
{"formula": "C12H24ClMgO10", "method": "the ωB97M-V functional and the def2-TZVPD basis", "total_charge": 1, "gap_ev": 9.70, "lumo_energy_ev": -2.42, "spin_multiplicity": 1, "symbols": ["Mg", "Cl", "C", "O", "C", "O", "O", "C", "H", "H", "H", "H", "H", "H", "C", "O", "C", "O", "O", "C", "H", "H", "H", "H", "H", "H", "C", "O", "C", "O", "O", "C", "H", "H", "H", "H", "H", "H", "C", "C", "O", "C", "H", "H", "H", "H", "H", "H"], "coordinates": [[0.165, 0.332, -0.060], [-0.463, 1.283, -2.078], [0.252, -3.747, 0.425], [0.958, -3.660, -0.827], [1.081, -2.472, -1.344], [0.821, -1.423, -0.783], [1.527, -2.552, -2.568], [2.034, -1.340, -3.149], [0.765, -3.165, 1.185], [0.261, -4.802, 0.677], [-0.782, -3.429, 0.312], [1.272, -0.566, -3.218], [2.405, -1.610, -4.132], [2.885, -0.976, -2.566], [2.387, 3.303, -1.347], [3.393, 2.349, -1.047], [3.092, 1.339, -0.294], [1.973, 1.049, 0.093], [4.164, 0.642, -0.025], [4.020, -0.414, 0.909], [2.592, 3.743, -2.317], [2.412, 4.124, -0.623], [1.390, 2.868, -1.345], [3.274, -1.151, 0.599], [3.712, -0.022, 1.878], [4.980, -0.910, 0.966], [-2.358, -1.826, -2.216], [-2.962, -2.072, -0.928], [-2.608, -1.401, 0.130], [-1.617, -0.715, 0.317], [-3.496, -1.641, 1.068], [-3.271, -1.059, 2.359], [-1.286, -1.707, -2.133], [-2.767, -0.911, -2.628], [-2.603, -2.696, -2.812], [-3.885, -1.630, 3.046], [-3.596, -0.018, 2.351], [-2.225, -1.101, 2.653], [-1.913, 2.166, 3.065], [-1.441, 2.421, 1.669], [-0.597, 1.699, 1.163], [-1.920, 3.645, 0.945], [-1.781, 1.118, 3.332], [-2.928, 2.484, 3.282], [-1.209, 2.717, 3.703], [-1.170, 3.866, 0.189], [-2.058, 4.463, 1.646], [-2.878, 3.406, 0.480]], "nbo_charge": [1.786, -0.888, -0.258, -0.456, 1.038, -0.803, -0.458, -0.276, 0.192, 0.223, 0.189, 0.231, 0.219, 0.183, -0.286, -0.445, 1.049, -0.817, -0.456, -0.262, 0.216, 0.190, 0.231, 0.183, 0.197, 0.221, -0.256, -0.467, 1.036, -0.785, -0.465, -0.260, 0.189, 0.219, 0.214, 0.220, 0.188, 0.191, -0.733, 0.691, -0.715, -0.723, 0.234, 0.246, 0.267, 0.255, 0.242, 0.264]}

Relative to the most stable one, in eV, the structures come out at entry i 11.269; entry ii 0.000.